(P)
DFT (wB97M-V/def2-TZVPD) results for an isolated molecule of C4H6N2O.

XYZ file:
```
13
Properties=species:S:1:pos:R:3:mulliken_charge:R:1
O -1.23110 -0.40667 -1.14530 -0.17
N -2.45114 1.08669 0.12571 -0.53
N 0.04535 -0.97970 -1.23717 -0.52
C 2.10563 -0.85099 0.09454 -1.02
C -1.22902 0.52515 -0.18452 0.35
C 0.02804 0.66691 0.32867 -0.57
C 0.75496 -0.36089 -0.32895 0.77
H -3.22251 0.59770 -0.31078 0.27
H 2.66233 -0.07305 0.62734 0.30
H 2.69361 -1.21658 -0.74809 0.33
H 1.96187 -1.67638 0.80403 0.23
H 0.48953 1.49203 0.85376 0.31
H -2.60756 1.19578 1.12076 0.25
```

The orbital gap comes out at 9.6 eV. The LUMO energy is 0.9 eV.

---

(Q)
DFT (wB97M-V/def2-TZVPD) results for an isolated molecule of C4H6N2O.

XYZ file:
```
13
Properties=species:S:1:pos:R:3:mulliken_charge:R:1
O -2.05454 -0.32959 0.03384 -0.51
N 2.65313 -0.71320 -0.17979 -0.50
N -0.18814 -1.91811 -0.27367 -0.51
C 0.32802 1.76479 0.21732 -1.22
C 0.30811 0.27220 0.22027 0.39
C -0.74308 -0.54079 0.22393 0.47
C 1.49836 -0.50466 -0.22504 0.09
H -0.15597 2.14988 1.11999 0.32
H -0.20399 2.17347 -0.64655 0.32
H -0.91562 -2.49992 -0.68485 0.24
H -2.21259 0.50951 -0.42690 0.33
H 0.31573 -2.46537 0.42092 0.23
H 1.37058 2.10178 0.20054 0.35
```

The orbital gap comes out at 9.1 eV. The LUMO energy is 0.2 eV.

---

(R)
DFT (wB97M-V/def2-TZVPD) results for an isolated molecule of C4H6N2O.

XYZ file:
```
13
Properties=species:S:1:pos:R:3:mulliken_charge:R:1
O 0.18535 -0.05500 1.36231 -0.37
N -0.14857 0.24969 -2.11537 -0.57
N -0.17554 1.70393 -0.39994 -0.21
C -0.41266 -0.54515 -1.02067 -0.34
C -0.27257 0.20753 0.12049 0.46
C 0.55331 -1.37097 1.81118 -0.68
C -0.11216 1.48398 -1.73429 -0.16
H -0.54576 2.66817 -0.20383 0.27
H 1.18779 -1.94443 1.11608 0.33
H 1.10836 -1.21543 2.74534 0.24
H -0.34686 -1.94941 2.03806 0.29
H -0.89453 -1.50549 -1.26005 0.36
H -0.14072 2.26502 -2.48227 0.37
```

The orbital gap comes out at 9.0 eV. The LUMO energy is 0.9 eV.

---

(S)
DFT (wB97M-V/def2-TZVPD) results for an isolated molecule of C4H6N2O.

XYZ file:
```
13
Properties=species:S:1:pos:R:3:mulliken_charge:R:1
O -1.13290 -0.47786 0.31969 -0.33
N 1.57331 -1.04414 1.15852 -0.51
N 1.34953 0.06609 -0.81745 -0.46
C -0.08373 0.22769 -0.03752 0.45
C 0.54830 1.24140 -0.48158 -0.28
C 2.16255 -0.50986 0.16937 0.02
C -2.37841 -0.01677 -0.23209 -0.69
H 2.21336 -1.44398 1.83375 0.21
H -3.12199 -0.78491 -0.00788 0.23
H 0.58464 2.26242 -0.79712 0.37
H 3.24159 -0.55838 -0.02528 0.38
H -2.67781 0.92876 0.23137 0.29
H -2.27844 0.10955 -1.31378 0.32
```

The orbital gap comes out at 9.4 eV. The LUMO energy is 1.0 eV.

---

Which of them is most stable? Easy: (P).

---

(P)
DFT (wB97M-V/def2-TZVPD) results for an isolated molecule of C4H6N2O.

XYZ file:
```
13
Properties=species:S:1:pos:R:3:mulliken_charge:R:1
O 2.11079 0.35240 -1.95338 -0.49
N 1.18321 -0.12824 0.18035 -0.66
N -0.16708 0.24183 -1.55626 -0.05
C -0.97581 -0.03812 -0.47140 -0.43
C -0.73769 -0.24268 1.95316 -0.93
C 1.09942 0.16034 -1.09159 0.31
C -0.14260 -0.22666 0.58305 0.54
H -0.53005 0.70304 2.46361 0.23
H -0.47684 -1.07012 2.62371 0.28
H -1.80961 -0.21305 1.73919 0.28
H -0.45729 0.64403 -2.43170 0.22
H -2.01616 -0.30390 -0.56070 0.33
H 2.91971 0.12113 -1.47804 0.37
```

The orbital gap comes out at 9.0 eV. The LUMO energy is 0.8 eV.

---

(Q)
DFT (wB97M-V/def2-TZVPD) results for an isolated molecule of C4H6N2O.

XYZ file:
```
13
Properties=species:S:1:pos:R:3:mulliken_charge:R:1
O -0.05345 2.38741 -0.87916 -0.51
N -2.41618 -0.85975 0.90210 -0.68
N -1.45966 -0.05766 0.78093 0.06
C 0.78472 0.13037 -0.09497 0.19
C 0.08727 1.13491 -0.50267 0.62
C 1.97729 -0.73182 0.14050 -1.19
C -0.68503 -0.12883 -0.33289 -0.48
H -0.97986 2.49702 -1.08945 0.35
H -1.14825 -0.79637 -1.14008 0.42
H 2.22843 -1.18879 -0.83751 0.26
H 2.81665 -0.17028 0.35488 0.36
H 1.63896 -1.47565 0.85157 0.33
H -2.79088 -0.74056 1.84676 0.26
```

The orbital gap comes out at 9.6 eV. The LUMO energy is 0.7 eV.

---

Which of them is most stable? Easy: (P).

---

(P)
DFT (wB97M-V/def2-TZVPD) results for a cluster of 3 separate species, C4H6N2O in total.

XYZ file:
```
13
Properties=species:S:1:pos:R:3:mulliken_charge:R:1
O 0.87795 -1.00655 -0.50080 -0.31
N -0.31319 0.78584 0.47557 -0.59
N -2.04341 0.94290 -0.98175 -0.57
C 1.78783 -0.79493 0.37569 -0.37
C -0.16506 -0.09442 -0.54976 0.80
C -1.48210 1.36845 0.15805 -0.32
C -1.20883 -0.01495 -1.44661 -0.45
H 2.05401 0.22843 0.62882 0.41
H -1.39043 -0.57890 -2.35198 0.37
H 0.87131 -0.81359 1.83376 0.11
H 0.31387 -0.21186 1.65324 0.18
H 2.47015 -1.62497 0.53233 0.34
H -1.91949 2.14315 0.77594 0.39
```

The orbital gap comes out at 7.2 eV. The LUMO energy is -1.0 eV.

---

(Q)
DFT (wB97M-V/def2-TZVPD) results for an isolated molecule of C4H6N2O.

XYZ file:
```
13
Properties=species:S:1:pos:R:3:mulliken_charge:R:1
O 0.83001 1.34435 2.18690 -0.48
N -0.47700 -0.25602 -1.07354 -0.53
N -0.92265 1.39237 0.65095 -0.16
C -1.11224 0.94008 -0.73953 -0.34
C 0.41489 -0.68056 -0.28685 0.44
C 0.17502 0.96408 1.27906 0.30
C 1.23461 -1.85315 -0.13777 -0.91
H 1.03158 -2.57143 -1.02623 0.27
H 0.81744 -2.27166 0.74401 0.26
H -1.37398 2.28647 0.72161 0.24
H -0.85584 1.73875 -1.43818 0.30
H 2.38961 -1.74972 -0.01045 0.28
H -2.15144 0.71646 -0.86997 0.33
```

The orbital gap (spin up / spin down) comes out at 8.7 / 8.7 eV. The LUMO energy (spin up / spin down) is 0.9 / 0.9 eV.

---

Which of them is most stable? Easy: (Q).

---

(P)
DFT (wB97M-V/def2-TZVPD) results for a cluster of 2 separate species, C4H6N2O in total.

XYZ file:
```
13
Properties=species:S:1:pos:R:3:mulliken_charge:R:1
O 1.92387 -1.10168 -0.69088 -0.49
N 0.12312 -0.95102 0.90391 -0.34
N -1.82664 -0.59676 -0.03046 -0.66
C 0.80229 -0.46033 -0.27110 -0.26
C -0.95005 -0.05938 0.83869 0.68
C -0.40315 1.26501 0.58371 -0.74
C 0.70088 0.99292 -0.15428 -0.23
H -0.22157 -1.90009 0.77770 0.29
H -0.71170 -0.66546 -0.92127 0.37
H 2.68377 -0.50723 -0.65255 0.36
H -2.50809 0.09088 -0.35467 0.25
H 1.32347 1.69053 -0.70474 0.36
H -0.93619 2.20262 0.67595 0.41
```

The orbital gap comes out at 8.9 eV. The LUMO energy is 0.6 eV.

---

(Q)
DFT (wB97M-V/def2-TZVPD) results for an isolated molecule of C4H6N2O.

XYZ file:
```
13
Properties=species:S:1:pos:R:3:mulliken_charge:R:1
O 1.94722 -0.05392 -1.13105 -0.61
N -0.38876 -1.68989 -1.05141 -0.58
N 0.89378 1.36576 0.37853 -0.07
C 1.07526 0.18540 -0.32114 0.23
C -0.08278 -0.73845 0.04643 0.25
C -0.38405 1.38139 0.96258 -0.42
C -1.02557 0.22049 0.74750 -0.37
H -1.99643 -0.02155 1.15777 0.34
H 1.47820 2.17635 0.23424 0.24
H 0.31928 -1.59554 -1.76154 0.21
H -1.34415 -1.78067 -1.32485 0.18
H -0.68651 2.24893 1.54850 0.39
H 0.19451 -1.69829 0.51444 0.21
```

The orbital gap comes out at 9.5 eV. The LUMO energy is 0.9 eV.

---

(R)
DFT (wB97M-V/def2-TZVPD) results for an isolated molecule of C4H6N2O.

XYZ file:
```
13
Properties=species:S:1:pos:R:3:mulliken_charge:R:1
O 1.92400 0.09801 0.49042 -0.55
N 0.18208 1.54000 -0.18348 -0.06
N -0.30141 -1.96831 0.17922 -0.54
C -1.52321 0.00833 -0.76409 -1.15
C -1.00997 1.33122 -0.77767 -0.06
C 0.55181 0.31737 0.44532 0.28
C -0.45973 -0.63145 -0.15950 0.40
H 0.11489 0.32229 1.45500 0.18
H 0.67451 2.40940 -0.05736 0.20
H -1.17026 -2.47108 0.04276 0.31
H 0.44345 -2.40202 -0.36080 0.25
H 2.05534 -0.75471 0.92705 0.34
H -1.48151 2.20095 -1.23689 0.40
```

The orbital gap comes out at 7.7 eV. The LUMO energy is 0.1 eV.

---

Which of them is most stable? Easy: (Q).

---

(P)
DFT (wB97M-V/def2-TZVPD) results for a cluster of 2 separate species, C6H11N in total.

XYZ file:
```
18
Properties=species:S:1:pos:R:3:mulliken_charge:R:1
N -0.25222 1.17016 -1.11982 -0.39
C 0.60298 1.08067 -1.90358 0.43
C -1.60107 0.43622 1.15042 -1.40
C -0.56925 -1.76908 1.67503 -1.23
C 1.43729 0.81717 -3.06920 -0.86
C 0.89656 0.11511 1.12608 -1.16
C -0.34916 -0.35676 1.13699 1.15
H -2.07545 0.25927 0.23403 0.36
H 1.16891 1.62342 -3.73968 0.27
H 2.55726 0.91748 -3.04391 0.29
H -2.29140 0.21441 1.92727 0.42
H -1.43682 1.49666 1.05456 0.37
H -1.18503 -2.45339 1.08393 0.27
H 1.67229 -0.67581 1.24080 0.20
H 0.30264 -2.33013 2.06057 0.35
H -1.18170 -1.50369 2.57278 0.26
H 1.22064 1.10222 0.96250 0.44
H 1.08354 -0.14392 -3.34879 0.24
```

The orbital gap comes out at 9.3 eV. The LUMO energy is 0.7 eV.

---

(Q)
DFT (wB97M-V/def2-TZVPD) results for a cluster of 2 separate species, C6H11N in total.

XYZ file:
```
18
Properties=species:S:1:pos:R:3:mulliken_charge:R:1
N 2.34165 -1.19672 2.38829 -0.44
C -0.85424 -0.23391 0.55403 -0.02
C 0.65267 -0.37944 -1.46787 -0.86
C 2.02073 -0.38745 1.62686 0.24
C 1.54921 0.58135 0.62817 -0.63
C 0.43949 -0.04463 -0.19777 0.27
C -1.92352 -1.04684 -0.16295 -1.47
H -0.11544 -0.84865 -2.07538 0.26
H 1.61267 -0.19971 -1.94599 0.28
H -0.62316 -0.70154 1.52129 0.37
H -0.47345 2.84124 -0.67786 0.15
H -1.24637 0.76562 0.79815 0.28
H 1.18455 1.47331 1.15517 0.27
H -2.21040 -0.58493 -1.11387 0.34
H -1.57043 -2.06264 -0.36890 0.35
H -0.35338 2.25396 -1.12004 -0.15
H 2.39148 0.89094 0.00164 0.37
H -2.82205 -1.11995 0.45704 0.38
```

The orbital gap comes out at 11.0 eV. The LUMO energy is 1.0 eV.

---

(R)
DFT (wB97M-V/def2-TZVPD) results for an isolated molecule of C6H11N.

XYZ file:
```
18
Properties=species:S:1:pos:R:3:mulliken_charge:R:1
N -0.73074 -0.86437 -2.64786 -0.49
C -0.70302 -0.82820 -1.49121 0.07
C 1.85497 -0.62890 0.10429 -1.64
C -2.01104 -0.19602 0.49600 -1.45
C 0.51353 1.52485 -0.10739 -1.37
C 0.54678 0.08709 0.44693 0.50
C -0.67394 -0.74289 -0.01970 0.34
H 2.71240 -0.06697 0.49037 0.42
H -2.16512 0.83919 0.17584 0.30
H 1.98045 -0.72934 -0.98027 0.36
H 1.51790 1.86056 -0.38236 0.41
H 1.88863 -1.63234 0.54502 0.39
H -2.84856 -0.79366 0.12518 0.42
H -0.54899 -1.76957 0.35008 0.33
H 0.46659 0.12860 1.54182 0.40
H -2.02292 -0.22564 1.59015 0.38
H -0.10060 1.59745 -1.01205 0.35
H 0.11732 2.23713 0.62206 0.29
```

The orbital gap comes out at 12.3 eV. The LUMO energy is 0.9 eV.

---

(S)
DFT (wB97M-V/def2-TZVPD) results for an isolated molecule of C6H11N.

XYZ file:
```
18
Properties=species:S:1:pos:R:3:mulliken_charge:R:1
N 0.60539 0.03624 -0.58287 -0.17
C -0.86608 -1.63108 -0.17912 -0.48
C 1.47612 1.07725 -0.02225 -0.55
C -0.55345 0.60291 0.37274 -0.12
C 0.20175 1.98041 -0.07292 -0.42
C 0.67752 -1.27267 -0.25566 -0.64
C -1.69579 -0.32586 -0.09149 -0.58
H -1.00379 -2.12341 0.77254 0.28
H -2.33472 -0.39101 0.84998 0.22
H -0.39058 0.58894 1.52097 0.18
H 0.24608 2.91590 0.70791 0.27
H 2.37252 1.21602 -0.57692 0.28
H -1.31557 -2.26383 -1.12226 0.24
H 1.20813 -1.91339 -0.94219 0.39
H 0.99425 -1.49687 0.87615 0.26
H 0.12514 2.22712 -1.05969 0.28
H 2.52791 0.81215 0.74657 0.19
H -2.27482 -0.03883 -0.94149 0.37
```

The orbital gap comes out at 10.0 eV. The LUMO energy is 1.3 eV.

---

Which of them is most stable? Easy: (R).